*w*
The following is a quantum chemistry calculation of C6H8ClN as an isolated structure, from OMol25.

CARTESIAN COORDINATES (ANGSTROEM)
C 2.138 -1.385 -0.082
C -0.614 0.452 -0.133
C 0.624 0.797 0.235
C -1.643 1.364 -0.863
C -1.159 -0.923 0.127
C 1.940 -0.512 0.923
N 2.457 -2.061 -0.918
Cl 1.309 2.310 0.119
H -2.387 1.516 -0.137
H -1.079 2.406 -0.989
H -1.982 0.893 -1.750
H -1.713 -1.345 -0.653
H -1.713 -1.168 1.098
H -0.294 -1.550 0.098
H 1.292 -0.846 1.742
H 2.826 0.054 1.183

natural (NBO) atomic charges, in units of e: C 0.227; C -0.052; C -0.027; C -0.622; C -0.647; C -0.497; N -0.294; Cl 0.052; H 0.220; H 0.220; H 0.225; H 0.223; H 0.226; H 0.222; H 0.262; H 0.261

***

*x*
The following is a quantum chemistry calculation of the molecule C6H8ClN, from OMol25.

CARTESIAN COORDINATES (ANGSTROEM)
C -1.795 0.519 -0.712
C -0.385 0.622 -0.452
C 0.197 0.768 1.000
C 0.424 -0.465 0.217
C 1.818 -0.577 -0.262
C -0.215 -1.591 0.840
H -2.086 1.544 -0.647
H -1.963 0.247 -1.805
H -2.407 0.022 0.041
H 0.217 1.187 -1.176
H 0.959 1.353 1.265
H -0.538 0.615 1.835
H 2.145 0.488 -0.309
H 2.501 -1.031 0.430
N -0.898 -2.355 1.558
Cl 2.024 -1.346 -1.824

- SMILES = C[C@H]1C[C@]1(C#N)CCl

natural (NBO) atomic charges, in units of e: C -0.631; C -0.155; C -0.368; C -0.249; C -0.352; C 0.307; H 0.221; H 0.228; H 0.237; H 0.231; H 0.213; H 0.232; H 0.212; H 0.230; N -0.321; Cl -0.034

***

*y*
The following is a quantum chemistry calculation of the molecule C6H8ClN, from OMol25.

CARTESIAN COORDINATES (ANGSTROEM)
C -0.063 -0.650 1.498
C 0.402 -0.124 0.116
C -0.662 -0.444 -0.960
C -1.932 -0.128 -1.050
C 0.685 1.336 0.081
C 0.878 2.521 -0.033
H 0.850 -0.707 2.148
H -0.303 -1.721 1.394
H -0.780 0.066 2.005
H 2.209 -0.342 -0.885
H 1.490 -1.767 -0.545
H -0.122 -0.934 -1.785
H -2.509 -0.341 -1.914
H 1.019 3.571 -0.216
N 1.638 -0.808 -0.207
Cl -2.803 0.470 0.354

- SMILES = C#C[C@](C)(N)/C=C\Cl

natural (NBO) atomic charges, in units of e: C -0.612; C -0.008; C -0.200; C -0.191; C -0.019; C -0.213; H 0.227; H 0.217; H 0.240; H 0.373; H 0.359; H 0.216; H 0.221; H 0.241; N -0.826; Cl -0.026

***

Which structure wins on stability? *x* wins.